# 1
{"formula": "C14H33BaO8", "method": "wB97M-V/def2-TZVPD", "largest_force_ha_per_bohr": 0.05825, "total_charge": 1, "e_homo_ev": -10.928, "mol_weight_g_mol": 466.74, "relative_energy_kcal_mol": 7.8, "orbital_gap_ev": 6.46, "symbols": ["Ba", "C", "C", "O", "O", "H", "H", "H", "C", "O", "C", "C", "O", "C", "H", "H", "H", "H", "H", "H", "H", "H", "H", "H", "C", "O", "C", "C", "O", "C", "H", "H", "H", "H", "H", "H", "H", "H", "H", "H", "C", "O", "C", "C", "O", "C", "H", "H", "H", "H", "H", "H", "H", "H", "H", "H"], "xyz": [[1.96, 0.70, -3.68], [-0.67, 1.28, 0.24], [-0.41, 0.60, -1.09], [-1.29, 0.51, -1.94], [0.81, 0.23, -1.31], [-1.34, 2.13, 0.15], [0.27, 1.67, 0.62], [-1.11, 0.58, 0.96], [-3.80, -3.56, -4.07], [-3.67, -2.90, -2.85], [-4.88, -2.61, -2.20], [-4.59, -1.89, -0.90], [-3.58, -2.53, -0.18], [-3.26, -1.91, 1.04], [-4.16, -4.59, -4.01], [-2.80, -3.65, -4.49], [-4.43, -3.03, -4.79], [-5.44, -3.55, -2.06], [-5.53, -1.94, -2.78], [-5.56, -1.91, -0.37], [-4.29, -0.86, -1.12], [-3.74, -0.93, 1.14], [-2.18, -1.81, 1.13], [-3.60, -2.52, 1.88], [4.27, 3.60, -2.67], [3.48, 2.70, -1.89], [2.60, 3.30, -0.94], [1.46, 3.99, -1.64], [0.87, 3.07, -2.56], [-0.36, 3.53, -3.14], [3.99, 3.50, -3.74], [5.32, 3.33, -2.59], [4.07, 4.65, -2.46], [3.08, 3.99, -0.24], [2.24, 2.47, -0.33], [1.77, 4.83, -2.28], [0.74, 4.36, -0.90], [-1.04, 3.86, -2.35], [-0.80, 2.68, -3.65], [-0.21, 4.32, -3.88], [2.08, -0.77, 6.30], [1.54, -1.98, 5.83], [2.41, -2.71, 4.99], [2.15, -2.46, 3.53], [2.35, -1.09, 3.19], [2.29, -0.88, 1.81], [1.32, -0.22, 6.86], [2.47, -0.13, 5.50], [2.90, -0.93, 7.02], [2.09, -3.74, 5.16], [3.47, -2.58, 5.25], [1.13, -2.74, 3.27], [2.89, -3.06, 2.97], [2.93, -1.57, 1.25], [2.52, 0.16, 1.60], [1.26, -1.01, 1.44]]}

=====

# 2
{"formula": "C5H7NO", "method": "wB97M-V/def2-TZVPD", "largest_force_ha_per_bohr": 0.06546, "e_homo_ev": -8.320, "mol_weight_g_mol": 97.12, "relative_energy_kcal_mol": 121.6, "smiles": "CCc1c/c1=N/O", "orbital_gap_ev": 9.11, "symbols": ["C", "C", "C", "C", "C", "N", "O", "H", "H", "H", "H", "H", "H", "H"], "xyz": [[-0.86, -2.07, 0.71], [-0.97, -0.59, 0.29], [0.33, 0.02, -0.12], [1.64, 0.00, 0.09], [1.12, 1.23, -0.42], [1.37, 2.41, -0.92], [0.19, 3.15, -1.21], [-0.59, -2.04, 1.76], [-0.17, -2.41, -0.04], [-1.86, -2.45, 0.58], [-1.46, -0.10, 1.13], [-1.79, -0.30, -0.52], [2.44, -0.53, 0.47], [0.62, 3.69, -1.81]]}

=====

# 3
{"formula": "C3H12N2OS", "method": "wB97M-V/def2-TZVPD", "largest_force_ha_per_bohr": 0.05294, "e_homo_ev": -8.874, "mol_weight_g_mol": 124.21, "relative_energy_kcal_mol": 20.5, "smiles": "NCNCCS.O", "orbital_gap_ev": 9.52, "symbols": ["N", "C", "N", "C", "C", "S", "H", "H", "H", "H", "H", "H", "H", "H", "H", "H", "O", "H", "H"], "xyz": [[0.55, 1.35, 1.52], [1.11, 0.34, 0.60], [0.21, -0.53, -0.11], [-0.88, 0.11, -0.79], [-0.52, 1.31, -1.65], [-2.05, 2.28, -1.85], [-0.14, 1.94, 1.08], [0.05, 0.84, 2.24], [1.59, 1.00, -0.13], [1.98, -0.14, 1.05], [0.02, -1.30, 0.52], [-1.37, -0.60, -1.45], [-1.65, 0.43, -0.07], [0.15, 1.95, -1.13], [-0.06, 1.04, -2.59], [-1.62, 3.05, -2.86], [0.66, -4.35, 2.18], [0.49, -4.84, 1.36], [1.50, -3.90, 2.08]]}